Density functional theory data (ωB97M-V/def2-TZVPD) for the molecule C9H6N2O2 in a non-equilibrium geometry.

Last column: Mulliken charge in e.
Geometry (Å):
1 C 1.94816 -1.40516 -0.75898  -0.087
2 C -2.33429 0.97156 -0.68946  -0.325
3 C -2.25453 -0.38650 -0.67107  -0.354
4 C -1.20961 1.80236 -0.41974  -0.483
5 C -1.10643 -1.05718 -0.26577  -0.350
6 C -0.02014 1.15208 -0.19264  0.090
7 C -0.05529 -0.25556 0.02608  0.309
8 C 1.31148 1.62158 0.14088  0.066
9 C 1.33076 -0.76276 0.40013  1.001
10 N 2.53134 -1.98910 -1.56493  -0.468
11 N 1.58491 -1.59543 1.58656  -0.552
12 O 1.66449 2.74579 0.12763  -0.545
13 O 2.05821 0.57267 0.60749  -0.377
14 H -3.32385 1.53473 -0.91595  0.261
15 H -3.21388 -0.78335 -1.02224  0.339
16 H -1.18464 2.84179 -0.42221  0.534
17 H -1.17469 -2.17947 -0.07131  0.354
18 H 2.55965 -1.51583 1.86216  0.286
19 H 0.88834 -1.31221 2.24337  0.303

Atomic forces in eV per Å
C 1.18 -0.72 -0.57
C -0.59 3.64 -0.08
C -1.70 0.04 -0.63
C 0.08 -2.22 -0.48
C -1.51 -1.85 0.49
C -1.23 -2.82 0.86
C 1.41 0.02 -0.05
C -0.28 -0.65 0.67
C 1.33 1.50 1.14
N -0.61 0.51 0.37
N -1.21 0.80 -2.35
O 1.05 1.35 -0.01
O -0.27 -0.87 -0.72
H 1.77 -1.36 0.30
H 0.67 -0.96 0.48
H -0.44 1.71 -0.18
H 0.57 1.70 -0.48
H -0.39 0.11 0.20
H 0.18 0.06 1.05

The spin multiplicity is 1. The value obtained for the total energy is -16504.49665 eV. The SMILES is N#C[C@@]1(N)OC(=O)c2ccccc21. Its HOMO energy is -10.39 eV. The LUMO energy comes out at -0.14 eV. For the gap between HOMO and LUMO, the calculation gives 10.25 eV.


Density functional theory data (ωB97M-V/def2-TZVPD) for C9H14BCsNO4 as an isolated structure in a non-equilibrium geometry.

Last column: Mulliken charge in e.
Geometry (Å):
1 C 2.48152 -0.04579 0.68762  -0.246
2 C 2.65142 1.48915 0.12794  -0.597
3 B 1.33952 2.01750 -0.76664  0.056
4 O 1.52022 2.25381 -2.17557  -0.517
5 C 0.04218 2.02682 0.20457  0.477
6 C -1.13324 1.06410 0.26271  0.184
7 C -1.54093 -0.09005 -0.77440  -0.831
8 C -0.69956 -1.42077 -0.99419  -2.273
9 C -1.65640 -2.76278 -0.71391  -0.970
10 N -2.17370 -2.82022 0.69778  -0.430
11 C -1.71884 1.47393 1.72075  0.274
12 O -1.95902 0.50101 2.57670  -0.508
13 O -1.45502 2.80494 2.26939  -0.249
14 C -0.45021 3.11452 1.26407  0.342
15 O -0.39267 4.36008 0.86930  -0.490
16 H 1.52683 -0.21243 1.34462  0.369
17 H 2.42143 -0.80856 -0.21484  -0.422
18 H 3.39212 -0.39709 1.36129  0.322
19 H 3.66859 1.55637 -0.43507  0.312
20 H 2.71961 2.17531 1.07814  0.299
21 H 1.56165 1.34977 -2.60679  0.324
22 H -2.69948 -0.32531 -0.60283  0.386
23 H -1.52332 0.48990 -1.82492  0.359
24 H 0.31471 -1.43382 -0.43189  2.063
25 H -0.45967 -1.53633 -2.16294  0.556
26 H -2.51757 -2.88343 -1.52497  0.290
27 H -0.92754 -3.68387 -0.92580  0.395
28 H -1.58994 -3.55963 1.18427  0.269
29 H -2.04323 -1.93764 1.23507  0.274
30 Cs 1.30052 -2.75948 -0.72948  0.981

Atomic forces in eV per Å
C 0.29 -0.54 0.15
C 0.37 -0.29 0.71
B 2.00 -0.47 0.16
O -1.40 -2.05 1.94
C -5.97 -2.33 1.16
C 4.04 3.80 0.96
C -2.00 1.86 -1.08
C -3.47 1.78 -1.06
C 1.08 -0.16 -0.35
N 2.05 -0.87 -0.31
C -0.06 -6.44 5.09
O 0.50 5.45 -5.09
O 2.05 -3.53 -4.59
C -0.78 7.61 -3.81
O 0.60 -6.78 2.75
H 1.57 0.51 -1.23
H 0.68 2.42 1.93
H -1.81 0.87 -1.54
H -1.86 -0.06 0.94
H -0.04 -1.21 -1.71
H 0.29 1.68 0.38
H 2.62 0.41 -0.24
H -0.12 -1.18 2.39
H -6.83 5.16 -0.16
H -0.25 0.66 2.36
H 1.87 0.76 1.72
H -2.32 1.50 0.46
H -1.27 1.25 -0.44
H -0.21 -0.69 -0.69
Cs 8.39 -9.11 -0.81

The spin multiplicity is 1. The value obtained for the total energy is -20449.14495 eV. The total charge is +1. Its HOMO energy is -12.87 eV. The LUMO energy comes out at -4.20 eV. For the gap between HOMO and LUMO, the calculation gives 8.67 eV.